Formula: C9H31F3NO8
Source: the OMol25 dataset
Level of theory: ωB97M-V/def2-TZVPD

Results
* Kohn-Sham gap: 5.366 eV
* charge: -1
* max |F|: 4.481 eV/A
* total energy: -1317.57528 hartree
* energy relative to the best compared isomer or geometry (same formula, charge and spin): 300.2 kJ/mol

Positions of all 52 atoms, in Å:
1 N 38.591431 -18.291925 12.094127
2 H 39.500929 -18.491550 12.485364
3 H 37.910511 -18.842274 12.597681
4 H 38.522777 -18.518577 11.112287
5 H 38.394953 -17.305390 12.184937
6 O 41.913114 -19.378347 13.483092
7 H 42.643748 -18.989083 14.001913
8 C 34.778945 -19.820358 14.450787
9 O 34.840528 -19.027333 13.294625
10 O 36.145163 -20.180599 14.576206
11 C 34.006397 -19.132205 15.670293
12 F 34.620666 -17.980825 16.025414
13 F 32.683590 -18.807663 15.421038
14 F 33.971241 -19.988736 16.700512
15 C 33.626614 -18.575714 12.702906
16 C 33.982887 -18.080504 11.287310
17 H 33.157254 -17.470526 10.920746
18 H 34.846252 -17.416430 11.328767
19 H 34.272763 -18.922892 10.659256
20 H 33.268244 -17.730843 13.291006
21 H 32.767098 -19.245498 12.729502
22 H 34.229731 -20.726280 14.194295
23 C 42.741211 -16.822031 7.921904
24 O 42.566854 -17.337067 9.206115
25 H 42.514646 -17.564459 7.156683
26 H 42.097357 -15.962996 7.733185
27 H 43.767519 -16.471194 7.813682
28 H 42.724615 -16.623129 9.828210
29 C 42.376966 -14.564052 14.412074
30 O 42.522673 -15.355432 13.270787
31 H 41.589273 -14.975192 15.043420
32 H 43.273550 -14.671364 15.022583
33 H 42.236371 -13.520645 14.129888
34 H 42.336252 -16.271704 13.488265
35 C 37.336466 -19.477967 7.101803
36 O 38.356623 -19.252973 8.064844
37 H 37.748031 -19.476954 6.092493
38 H 36.726876 -20.357596 7.308546
39 H 36.679225 -18.609332 7.141738
40 H 38.980858 -19.980307 8.010832
41 C 37.595132 -23.224590 10.962845
42 O 38.985455 -22.866683 11.063798
43 H 37.527925 -23.978160 10.178159
44 H 37.291631 -23.712266 11.889208
45 H 37.000436 -22.329665 10.779676
46 H 39.284030 -22.688281 10.169026
47 C 37.211236 -14.606136 14.187632
48 O 37.611311 -14.670744 12.849195
49 H 37.511977 -13.697543 14.709272
50 H 36.127806 -14.544037 14.085432
51 H 37.504636 -15.480536 14.768539
52 H 37.552926 -13.768775 12.525679

Cartesian forces (eV/Å) of the 6 atoms listed first:
N -0.376 0.195 -0.243
H 1.395 -0.412 0.324
H -0.823 -0.419 0.739
H 0.318 -0.310 -0.381
H -0.181 0.457 0.330
O -0.071 0.839 0.001

Computed Mulliken charges, given in elementary charges: -0.24, 0.32, 0.26, 0.29, 0.27, -1.00, 0.10, -0.18, -0.11, -0.88, 0.75, -0.26, -0.29, -0.26, -0.34, -1.14, 0.39, 0.20, 0.27, 0.28, 0.39, 0.20, -0.56, -0.45, 0.21, 0.24, 0.28, 0.28, -0.55, -0.48, 0.23, 0.27, 0.20, 0.30, -0.56, -0.46, 0.28, 0.25, 0.21, 0.28, -0.47, -0.48, 0.27, 0.23, 0.18, 0.27, -0.60, -0.46, 0.29, 0.29, 0.24, 0.26